Density functional theory data (ωB97M-V/def2-TZVPD) for one molecule with the formula C10H7O2PS.

Computed properties:
Orbital gap (spin up / spin down)   0.232 / 0.232 Eh
Highest occupied orbital energy (spin up / spin down)   -7.620 / -7.592 eV

Atoms and positions in Å:
C: 1.864 -2.077 1.532
C: 1.523 -2.867 0.448
C: 1.254 -0.881 1.718
C: 0.718 -2.405 -0.600
C: -2.116 2.728 -0.472
C: -1.901 2.893 0.870
C: 0.478 -0.426 0.653
C: 0.197 -1.127 -0.506
C: -1.577 1.870 -1.317
C: -0.147 0.831 0.694
O: -0.791 0.573 -3.579
O: -0.529 -0.733 -1.553
P: -0.457 0.758 -2.192
S: -0.707 1.922 1.799
H: 2.521 -2.480 2.186
H: 2.210 -3.685 0.417
H: 1.291 -0.073 2.480
H: 0.519 -3.052 -1.382
H: -2.823 3.439 -0.850
H: -2.401 3.693 1.526
H: 0.875 1.098 -1.871

Density functional theory data (ωB97M-V/def2-TZVPD) for one molecule with the formula C10H8.

Computed properties:
Orbital gap (spin up / spin down)   0.234 / 0.238 Eh
Highest occupied orbital energy (spin up / spin down)   -7.098 / -7.141 eV
Relative energy (zero: lowest compared OMol25 entry of this formula, charge and spin)   157.0 kcal per mole

Atoms and positions in Å:
C: 1.533 0.557 -1.500
C: 2.057 -0.609 -0.931
C: -0.580 0.655 -0.225
C: -1.599 0.513 0.426
C: 0.297 1.199 -1.126
C: 1.952 -1.303 0.270
C: -2.554 0.116 1.173
C: -0.244 2.094 -1.956
C: 2.085 -2.037 1.305
C: -3.385 -0.337 2.082
H: 1.960 0.880 -2.425
H: 2.805 -1.097 -1.615
H: -1.409 2.231 -2.031
H: 0.331 2.603 -2.704
H: 2.804 -1.850 2.129
H: 1.643 -2.975 1.411
H: -3.361 0.123 3.012
H: -4.276 -0.978 1.719

Density functional theory data (ωB97M-V/def2-TZVPD) for a 33-piece molecular cluster, C10H85O34P overall.

Computed properties:
Orbital gap   0.329 Eh
Highest occupied orbital energy   -9.140 eV

Atoms and positions in Å:
C: -3.485 1.672 -4.565
C: -3.310 1.077 -5.940
O: -4.252 0.847 -6.644
O: -2.038 0.893 -6.385
C: -1.345 -0.265 -5.877
C: -2.186 -1.526 -5.697
C: -2.629 -1.701 -4.232
C: -1.642 -2.572 -3.452
C: -2.145 -2.806 -2.028
C: -1.115 -3.339 -1.042
C: 0.174 -2.508 -0.894
C: -0.115 -0.999 -0.859
P: 1.156 -0.087 0.113
H: -2.625 1.522 -3.915
H: -4.373 1.224 -4.123
H: -3.687 2.739 -4.671
H: -0.570 -0.471 -6.616
H: -0.817 -0.057 -4.945
H: -1.517 -2.362 -5.912
H: -3.015 -1.603 -6.399
H: -2.689 -0.737 -3.721
H: -3.587 -2.207 -4.173
H: -0.641 -2.123 -3.459
H: -1.543 -3.532 -3.970
H: -2.966 -3.527 -2.092
H: -2.601 -1.883 -1.658
H: -1.583 -3.342 -0.052
H: -0.867 -4.383 -1.250
H: 0.600 -2.786 0.078
H: 0.938 -2.747 -1.634
H: -1.055 -0.858 -0.323
H: -0.228 -0.618 -1.874
H: 2.367 -0.771 -0.012
H: 1.352 1.156 -0.501
O: -0.751 2.772 0.911
H: -0.533 1.863 0.679
H: -0.476 3.276 0.136
O: 2.306 -0.362 3.510
H: 1.559 -0.205 4.106
H: 1.908 -0.487 2.636
O: 0.553 1.111 5.449
H: -0.165 0.874 6.052
H: 1.155 1.644 5.978
O: 3.933 1.529 -0.206
H: 4.289 1.326 0.669
H: 4.715 1.548 -0.770
O: 4.329 -2.772 3.770
H: 5.204 -2.388 3.623
H: 3.733 -2.027 3.628
O: -1.206 -0.704 2.353
H: -0.896 -0.905 3.241
H: -0.422 -0.703 1.778
O: 2.026 4.287 1.576
H: 2.471 3.732 0.927
H: 1.358 3.699 1.956
O: 1.430 7.291 2.066
H: 1.644 6.371 1.862
H: 1.710 7.782 1.288
O: 0.048 -3.486 -7.357
H: 0.319 -4.388 -7.554
H: 0.295 -2.984 -8.140
O: 4.153 7.000 0.207
H: 4.372 7.852 0.602
H: 3.949 6.438 0.967
O: -1.025 -0.678 7.067
H: -1.917 -0.971 7.287
H: -0.450 -1.406 7.329
O: 3.203 -5.052 5.516
H: 3.497 -5.943 5.309
H: 3.388 -4.540 4.718
O: -4.765 -3.764 -5.246
H: -5.699 -3.812 -5.002
H: -4.756 -3.796 -6.208
O: 1.391 0.431 -4.213
H: 1.665 -0.471 -4.409
H: 1.695 0.944 -4.968
O: 3.960 4.042 -1.320
H: 4.154 4.884 -0.893
H: 3.776 3.424 -0.597
O: -4.303 -0.819 1.247
H: -3.501 -0.875 1.791
H: -4.443 0.129 1.139
O: 3.438 -4.081 -1.143
H: 3.833 -4.735 -0.558
H: 3.214 -4.565 -1.944
O: -6.443 0.019 3.212
H: -5.881 -0.485 2.612
H: -7.113 -0.616 3.499
O: -8.837 -1.687 3.862
H: -9.672 -1.545 4.318
H: -9.072 -1.735 2.928
O: -1.610 3.397 -1.695
H: -2.550 3.374 -1.492
H: -1.561 3.460 -2.654
O: 3.903 1.783 -3.294
H: 4.118 2.635 -2.887
H: 3.668 1.195 -2.566
O: 6.318 -0.653 2.966
H: 7.211 -0.304 2.852
H: 5.734 0.097 2.795
O: -6.329 -4.590 -3.010
H: -5.456 -4.943 -3.214
H: -6.195 -4.066 -2.211
O: 7.314 7.315 1.300
H: 7.539 6.579 1.876
H: 6.452 7.084 0.935
O: -4.529 -3.669 0.534
H: -4.378 -2.823 0.976
H: -4.774 -4.282 1.233
O: -7.113 -1.293 0.012
H: -6.296 -1.317 0.526
H: -7.321 -0.358 -0.085
O: 5.548 3.288 1.586
H: 5.698 3.987 0.940
H: 4.981 3.677 2.264
O: 4.395 1.617 3.822
H: 3.727 0.918 3.892
H: 5.125 1.308 4.370
O: -7.854 2.505 2.187
H: -7.341 1.713 2.395
H: -8.231 2.770 3.029
O: 4.223 -1.116 -1.552
H: 4.897 -1.250 -2.227
H: 3.806 -1.984 -1.472
O: 9.286 -0.650 2.637
H: 9.720 -0.784 3.486
H: 10.001 -0.617 1.995
O: -0.875 1.515 9.121
H: -0.447 0.898 9.721
H: -1.109 0.981 8.352

Density functional theory data (ωB97M-V/def2-TZVPD) for a 2-piece molecular cluster, C10H8Cl2Si overall.

Computed properties:
Orbital gap   0.219 Eh
Highest occupied orbital energy   -7.109 eV

Atoms and positions in Å:
C: -0.871 3.429 1.174
C: 0.475 3.161 0.913
C: -1.777 2.352 1.163
C: 1.025 1.966 0.458
C: -1.230 1.138 0.874
C: 0.147 0.977 0.386
C: -1.322 -0.417 0.782
C: -0.041 -0.479 0.331
C: 1.906 -4.546 -1.592
C: 2.048 -3.238 -1.815
Si: 2.409 -2.029 -0.539
Cl: 3.262 -0.246 -1.254
Cl: 3.296 -2.652 1.212
H: -1.230 4.356 1.510
H: 1.047 3.987 1.137
H: -2.819 2.459 1.313
H: 2.117 1.716 0.267
H: -2.140 -0.977 1.039
H: 1.373 -5.075 -2.371
H: 2.361 -5.112 -0.778
H: 1.388 -2.849 -2.524

Density functional theory data (ωB97M-V/def2-TZVPD) for C10H8Cl3CoF6N4O4S4Si as an isolated structure.

Computed properties:
Orbital gap   0.265 Eh
Highest occupied orbital energy   -8.721 eV
Relative energy (zero: lowest compared OMol25 entry of this formula, charge and spin)   0.0 kcal per mole

Atoms and positions in Å:
Co: -0.045 0.181 -0.199
C: -1.189 -2.621 -4.472
S: -0.493 -3.523 -3.074
C: -0.191 -2.258 -1.924
S: -0.310 -0.604 -2.355
N: 0.175 -2.689 -0.751
N: 0.317 -1.698 0.151
C: 0.746 -1.988 1.312
C: 0.724 -0.912 2.282
C: 1.033 -1.076 3.617
C: 0.925 0.014 4.466
C: 0.549 1.240 3.948
C: 0.264 1.328 2.597
N: 0.330 0.271 1.793
H: -1.467 -3.381 -5.199
H: -0.453 -1.948 -4.903
H: -2.070 -2.069 -4.158
H: 1.092 -2.990 1.538
H: 1.345 -2.047 3.977
H: 1.130 -0.090 5.523
H: 0.475 2.118 4.574
H: -0.036 2.264 2.147
F: -4.648 -0.933 1.517
C: -4.635 0.255 0.923
F: -5.091 0.130 -0.315
F: -5.406 1.093 1.596
S: -2.902 0.874 0.899
O: -2.167 -0.175 0.194
O: -2.546 1.124 2.261
N: -3.079 2.195 0.054
S: -2.037 2.622 -1.033
O: -0.754 1.919 -0.909
O: -1.952 4.030 -1.202
C: -2.790 2.012 -2.605
F: -3.161 0.745 -2.486
F: -1.927 2.130 -3.604
F: -3.864 2.750 -2.858
Cl: 2.105 2.830 -0.008
Si: 2.090 0.847 -0.552
Cl: 3.436 -0.103 0.696
Cl: 2.913 0.735 -2.415

Density functional theory data (ωB97M-V/def2-TZVPD) for C10H8Cl3N6O2Se3TaTe as an isolated structure.

Computed properties:
Orbital gap   0.242 Eh
Highest occupied orbital energy   -14.847 eV
Relative energy (zero: lowest compared OMol25 entry of this formula, charge and spin)   13.9 kcal per mole
Total charge   +2

Atoms and positions in Å:
Ta: 1.638 -0.007 -0.470
N: 0.142 3.030 -1.344
C: -0.700 2.211 -0.709
N: -1.991 2.446 -0.812
C: -2.810 1.641 -0.130
N: -4.111 1.791 -0.267
N: -2.382 0.674 0.739
C: -1.105 0.486 0.747
N: -0.182 1.154 0.007
C: -0.513 -0.482 1.689
C: -1.264 -1.067 2.684
C: -0.617 -1.834 3.643
C: 0.761 -1.949 3.579
C: 1.442 -1.358 2.532
N: 0.824 -0.652 1.566
H: -0.266 3.823 -1.817
H: 1.101 3.095 -1.045
H: -4.472 2.509 -0.875
H: -4.743 1.217 0.266
H: -2.330 -0.891 2.706
H: -1.176 -2.307 4.438
H: 1.317 -2.495 4.327
H: 2.516 -1.434 2.469
Se: 3.347 -1.764 0.084
Se: 5.180 -0.855 -1.054
Te: 3.926 1.237 -1.635
Se: 2.894 1.911 0.563
Cl: 0.127 -0.855 -5.076
C: 0.448 -1.798 -3.639
Cl: 2.156 -2.351 -3.609
Cl: -0.647 -3.138 -3.462
C: 0.421 -0.900 -2.404
O: 0.118 -1.354 -1.267
O: 0.952 0.267 -2.423

Density functional theory data (ωB97M-V/def2-TZVPD) for C10H8F6N4O4S4SbSe4Tc as an isolated structure.

Computed properties:
Orbital gap (spin up / spin down)   0.147 / 0.146 Eh
Highest occupied orbital energy (spin up / spin down)   -13.337 / -13.312 eV
Relative energy (zero: lowest compared OMol25 entry of this formula, charge and spin)   33.8 kcal per mole
Total charge   +2

Atoms and positions in Å:
Tc: 0.281 0.489 -0.273
C: 3.712 0.408 -5.438
S: 2.085 -0.421 -5.301
C: 1.534 -0.113 -3.636
S: 2.195 1.543 -3.048
N: 0.720 -0.989 -3.137
N: 0.002 -0.683 -2.023
C: -1.141 -1.276 -2.106
C: -1.925 -1.312 -0.895
C: -3.091 -1.998 -0.703
C: -3.959 -1.719 0.405
C: -3.582 -0.776 1.318
C: -2.296 -0.279 1.177
N: -1.556 -0.486 0.104
H: 4.044 0.046 -6.368
H: 4.328 0.119 -4.620
H: 3.680 1.574 -5.602
H: -1.327 -1.914 -3.013
H: -3.449 -2.755 -1.452
H: -4.833 -2.273 0.532
H: -4.124 -0.446 2.218
H: -1.813 0.397 1.920
F: 2.485 1.410 5.165
C: 1.305 1.116 4.510
F: 0.334 1.895 5.008
F: 0.991 -0.132 4.670
S: 1.603 1.383 2.692
O: 0.426 1.230 1.887
O: 2.270 2.620 2.630
N: 2.606 0.150 2.521
S: 2.517 -0.970 1.490
O: 3.482 -0.862 0.455
O: 1.091 -0.938 0.966
C: 2.830 -2.680 2.222
F: 1.820 -3.468 1.836
F: 3.978 -3.163 1.748
F: 2.845 -2.568 3.557
Se: -7.327 4.321 -1.305
Sb: -7.768 3.252 0.916
Se: 2.147 1.957 -0.902
Se: 0.010 2.698 -0.818
Se: -7.132 5.611 0.691

Values for maximum force, eV/A, ordered as above
4.59; 3.64; 1.16; 3.42; 1.89; 1.41; 3.30